Record 1
Here is a single C4H8NO2 molecule from the OMol25 dataset. Energies are from ωB97M-V with the def2-TZVPD basis set.

```
15
Properties=species:S:1:pos:R:3:lowdin_charge:R:1
O 2.41 -0.31 0.87 0.05
C 1.24 -0.56 0.94 -0.20
C 0.23 0.42 0.25 -0.39
C 0.66 1.83 -0.09 -0.04
N -1.14 0.11 0.50 0.02
C -1.98 -0.57 -0.75 -0.34
O -1.21 -1.17 -1.54 0.00
H 0.83 -1.55 1.19 0.13
H 0.41 -0.24 -0.61 0.12
H 1.33 1.77 -0.95 0.08
H 1.42 2.17 0.63 0.08
H -0.10 2.59 -0.25 0.08
H -1.72 0.66 1.13 0.10
H -2.70 -1.21 -0.18 0.14
H -2.39 0.39 -1.15 0.16
```

Computed properties:
Max |F| (eV Å⁻¹): 3.7
HOMO-LUMO gap (alpha / beta) (eV): 9.856 / 6.286
<S²>: 0.7581
Highest occupied orbital energy (alpha / beta) (eV): -9.0865 / -8.7338
Total charge: 0
2S+1: 2

---

Record 2
Here is a gas-phase ion, C4H8NO2 (charge +1) from the OMol25 dataset. Energies are from ωB97M-V with the def2-TZVPD basis set.

```
15
Properties=species:S:1:pos:R:3:lowdin_charge:R:1
C 0.40 -1.38 0.41 0.01
C -0.22 -0.21 0.94 -0.25
C -0.03 0.78 -0.14 -0.08
C 0.53 0.14 -1.45 -0.29
N -1.05 0.20 2.00 0.14
O 1.54 0.66 -2.14 0.08
O 1.20 -1.07 -0.74 0.04
H 0.58 -2.35 0.81 0.12
H -0.96 1.54 -0.35 0.20
H 0.69 1.55 0.22 0.14
H -0.28 -0.12 -2.13 0.18
H -1.52 1.20 2.07 0.19
H -1.03 -0.29 2.83 0.07
H 2.34 0.98 -1.57 0.21
H 1.11 -1.81 -1.45 0.24
```

Computed properties:
Max |F| (eV Å⁻¹): 4.9
HOMO-LUMO gap (eV): 9.497
Highest occupied orbital energy (eV): -13.0112
Total charge: +1
2S+1: 1

---

Record 3
Here is 2 unconnected molecules or ions with the total composition C4H8NO2 from the OMol25 dataset. Energies are from ωB97M-V with the def2-TZVPD basis set.

```
15
Properties=species:S:1:pos:R:3:lowdin_charge:R:1
C 1.03 0.64 -0.21 -0.37
C -0.68 -1.66 -1.04 0.05
C 0.10 -0.62 -0.33 0.03
C 0.57 1.62 -1.21 0.04
N -0.98 -1.01 0.26 0.21
O 1.77 0.75 0.69 0.20
O -0.32 -0.12 2.47 -0.02
H -1.07 -1.46 -2.00 0.11
H -0.32 -2.70 -0.92 0.13
H 0.61 2.54 -0.79 0.07
H -0.43 1.39 -1.66 0.12
H 1.33 1.67 -2.05 0.15
H -1.62 -1.02 1.05 0.19
H -0.46 -0.27 3.44 0.12
H 0.47 0.27 2.30 -0.03
```

Computed properties:
Max |F| (eV Å⁻¹): 5.4
HOMO-LUMO gap (eV): 10.229
Highest occupied orbital energy (eV): -15.5174
Total charge: +1
2S+1: 1

---

Record 4
Here is a molecular structure, C4H8NO2 from the OMol25 dataset. Energies are from ωB97M-V with the def2-TZVPD basis set.

```
15
Properties=species:S:1:pos:R:3:lowdin_charge:R:1
C 0.27 0.72 -1.49 -0.44
C 0.40 -0.40 -0.40 -0.10
C -0.51 0.57 0.40 -0.26
C -1.86 0.05 0.82 0.00
N 1.79 -0.66 0.08 0.25
O 0.78 0.86 -2.54 0.21
O -0.57 1.45 -0.76 0.13
H -0.08 -1.34 -0.67 0.18
H 0.00 1.09 1.22 0.16
H -2.37 -0.43 -0.01 0.10
H -2.48 0.88 1.16 0.10
H -1.75 -0.65 1.65 0.10
H 2.35 -1.02 -0.71 0.19
H 1.81 -1.35 0.84 0.19
H 2.23 0.21 0.40 0.19
```

Computed properties:
Max |F| (eV Å⁻¹): 1.4
HOMO-LUMO gap (eV): 10.984
Highest occupied orbital energy (eV): -15.2494
Total charge: +1
2S+1: 1

---

Computed energy above the lowest of the compared OMol25 structures with the same formula, charge and spin (kJ/mol) in order:
251.5, 343.9, 387.4, 107.4